# 1
{"formula": "C3H3O2S", "method": "ωB97M-V/def2-TZVPD", "lumo_energy_ev": 3.86, "charge": -1, "e_homo_ev": -3.49, "e_above_lowest_ev": 1.3189, "elements": ["C", "C", "C", "O", "O", "S", "H", "H", "H"], "coordinates": [[0.35, 0.75, -0.04], [1.47, -0.16, -0.57], [-1.24, -0.17, 0.20], [0.41, 1.78, 0.50], [1.78, -0.36, -1.70], [1.64, -0.92, 0.87], [-1.17, -1.01, -0.45], [-1.22, -0.39, 1.20], [-2.03, 0.47, -0.01]]}

# 2
{"formula": "C3H3O3P", "method": "ωB97M-V/def2-TZVPD", "lumo_energy_ev": 6.75, "charge": -2, "e_homo_ev": 0.47, "e_above_lowest_ev": 0.9800, "elements": ["C", "C", "C", "O", "O", "O", "P", "H", "H", "H"], "coordinates": [[-1.26, 0.04, 0.36], [-2.43, -0.15, 0.92], [-2.02, -0.84, -0.51], [2.46, -0.76, 0.09], [2.54, 1.68, -0.87], [2.59, 1.29, 1.54], [2.38, 0.70, 0.24], [-0.13, 0.46, 0.13], [-2.48, -0.47, -1.40], [-1.65, -1.96, -0.49]]}

What did the second record say?
{"formula": "C3H3O3P", "method": "ωB97M-V/def2-TZVPD", "lumo_energy_ev": 6.75, "charge": -2, "e_homo_ev": 0.47, "e_above_lowest_ev": 0.9800, "elements": ["C", "C", "C", "O", "O", "O", "P", "H", "H", "H"], "coordinates": [[-1.26, 0.04, 0.36], [-2.43, -0.15, 0.92], [-2.02, -0.84, -0.51], [2.46, -0.76, 0.09], [2.54, 1.68, -0.87], [2.59, 1.29, 1.54], [2.38, 0.70, 0.24], [-0.13, 0.46, 0.13], [-2.48, -0.47, -1.40], [-1.65, -1.96, -0.49]]}